{
  "formula": "C31H62N2O6P",
  "method": "ωB97M-V with the def2-TZVPD basis set",
  "symbols": ["C", "C", "C", "P", "C", "C", "N", "C", "C", "N", "C", "C", "C", "C", "O", "H", "H", "H", "H", "H", "H", "H", "H", "H", "H", "H", "H", "H", "H", "H", "H", "H", "H", "H", "H", "H", "H", "C", "C", "C", "O", "C", "H", "H", "H", "H", "H", "H", "H", "H", "C", "C", "C", "O", "C", "H", "H", "H", "H", "H", "H", "H", "H", "C", "C", "C", "O", "C", "H", "H", "H", "H", "H", "H", "H", "H", "C", "C", "C", "O", "C", "H", "H", "H", "H", "H", "H", "H", "H", "C", "C", "C", "O", "C", "H", "H", "H", "H", "H", "H", "H", "H"],
  "coordinates": [[1.236564, -9.815361, 2.469894], [2.454503, -9.085805, 2.361681], [3.608060, -7.917606, 2.321173], [2.937917, -6.198641, 1.730854], [4.272901, -5.338283, 0.672038], [5.324007, -4.618384, 1.755745], [6.575821, -4.070301, 1.089599], [1.276078, -6.517085, 0.842883], [0.554217, -5.200169, 0.204390], [-0.108496, -4.258108, 1.159700], [-0.840562, -4.907323, 2.294367], [0.000291, -5.103847, 3.683945], [0.719301, -3.065183, 1.545768], [0.006622, -1.570183, 1.310662], [1.942327, -3.054973, 2.078174], [0.195190, -10.385119, 2.582184], [4.004888, -7.752447, 3.410467], [4.520464, -8.260049, 1.667395], [2.789179, -5.388518, 2.944675], [3.787606, -4.513730, -0.012449], [4.833368, -6.179308, 0.041912], [5.592240, -5.486765, 2.527994], [4.700584, -3.820448, 2.342934], [6.694691, -3.107433, 1.527199], [7.365019, -4.625631, 1.534176], [1.532187, -7.235175, -0.076866], [0.594430, -7.171024, 1.552504], [-0.269080, -5.595958, -0.563967], [1.317221, -4.568626, -0.461933], [-1.316181, -5.965255, 2.014514], [-1.774342, -4.212555, 2.554666], [0.507124, -4.138894, 4.109053], [0.807895, -5.957268, 3.664651], [-0.794385, -5.440778, 4.509283], [0.188515, -1.255926, 0.175015], [0.434492, -0.784693, 2.072812], [-1.168142, -1.719288, 1.441732], [-1.768272, 3.113470, -0.296314], [-0.683299, 3.267583, 0.738005], [-0.474718, 1.839777, 1.193533], [-0.772844, 0.997306, 0.071710], [-1.407183, 1.792431, -0.939538], [-1.813288, 3.937983, -1.012297], [-2.743793, 3.034216, 0.198070], [0.230065, 3.645629, 0.263742], [-0.948137, 3.942090, 1.556183], [-1.164356, 1.575796, 2.002283], [0.548374, 1.653126, 1.532511], [-0.688530, 1.931553, -1.754533], [-2.280472, 1.263333, -1.330833], [4.699697, 0.661926, 3.854512], [4.867383, -0.104493, 2.567959], [3.588309, 0.229007, 1.831490], [3.196677, 1.543202, 2.251778], [3.990990, 1.914277, 3.386944], [5.641846, 0.871543, 4.367246], [4.053391, 0.100341, 4.539529], [5.729768, 0.284913, 2.014125], [5.009608, -1.178636, 2.711155], [2.782624, -0.462021, 2.101149], [3.713550, 0.212005, 0.744987], [4.706771, 2.675945, 3.058993], [3.350075, 2.347425, 4.159796], [-0.025995, 7.091353, -3.392272], [0.739699, 5.829399, -3.695449], [1.294509, 5.461269, -2.336661], [0.356235, 5.936341, -1.361430], [-0.582744, 6.800908, -2.015704], [-0.802408, 7.321440, -4.126250], [0.664358, 7.941919, -3.344440], [0.049331, 5.050705, -4.040567], [1.516847, 5.957698, -4.453140], [2.251724, 5.959479, -2.149869], [1.433648, 4.382741, -2.218849], [-1.538474, 6.269254, -2.078600], [-0.726040, 7.707211, -1.420917], [-3.346042, 0.843358, -6.172856], [-2.068261, 0.260874, -5.626301], [-1.440444, 1.457437, -4.945330], [-2.516513, 2.291117, -4.493468], [-3.735113, 1.825413, -5.089593], [-4.120112, 0.097410, -6.369980], [-3.139833, 1.379456, -7.106887], [-2.300756, -0.511941, -4.884154], [-1.424316, -0.181610, -6.390537], [-0.836412, 2.042469, -5.646933], [-0.812233, 1.174454, -4.095780], [-4.325241, 1.338019, -4.305865], [-4.304035, 2.674843, -5.477518], [-7.327490, 4.082135, -0.561045], [-6.049709, 3.499651, -0.014490], [-5.421891, 4.696214, 0.666481], [-6.497960, 5.529894, 1.118343], [-7.716560, 5.064190, 0.522218], [-8.101560, 3.336187, -0.758169], [-7.121281, 4.618233, -1.495076], [-6.282204, 2.726836, 0.727657], [-5.405763, 3.057167, -0.778726], [-4.817859, 5.281246, -0.035122], [-4.793681, 4.413231, 1.516031], [-8.306689, 4.576796, 1.305945], [-8.285483, 5.913620, 0.134293]],
  "forces_ev_per_a": [[8.2488, 5.5730, -0.6536], [-8.6322, -3.8025, 0.8812], [-0.3623, -1.5938, 0.6479], [-0.0725, -0.3244, -0.4009], [0.7920, 0.3013, -0.0303], [-0.9813, -1.2870, 0.5684], [-0.3543, -0.0050, 2.7605], [-0.1446, -0.7527, -1.0123], [0.2297, 0.0048, -1.0664], [1.8024, -0.1239, 0.2242], [-1.3319, 0.1778, 1.6997], [-0.6637, -0.4949, 1.1063], [3.4077, 2.3479, 2.2507], [-0.4229, -1.5907, -0.1868], [-6.2675, -1.2893, -3.2801], [3.1092, 1.3552, -0.3500], [-0.8039, -0.4348, -2.0179], [-1.9325, 0.6738, 1.1199], [0.0070, -0.7857, -1.2562], [0.8947, -1.8054, 1.3044], [-1.2895, 1.9241, 1.2524], [-0.4738, 1.8599, -1.4598], [1.2284, -1.3697, -1.2152], [-0.0690, -1.4775, -1.0109], [-1.1083, 0.9603, -1.0269], [-0.2998, 1.4777, 2.0360], [1.4559, 1.5524, -1.3448], [1.7437, 0.7301, 1.8112], [-1.5572, -1.4922, 1.5230], [1.2244, 2.4469, 0.1507], [2.0326, -1.4813, -0.5161], [-1.0040, -1.7210, -1.1070], [-1.6209, 1.6022, -0.1453], [1.7286, 0.6904, -1.8075], [-0.3275, -0.5980, 2.6270], [-0.7811, -1.7204, -1.7242], [2.6037, 0.4400, -0.2942], [-0.5948, 0.1931, -0.1228], [0.5615, 0.3494, 0.1085], [0.0735, -0.2607, 0.3606], [-0.0815, 0.2063, -0.0451], [0.0779, -0.1880, -0.3784], [0.0422, -0.1192, 0.0695], [0.0418, 0.0105, -0.0863], [-0.1357, 0.0257, 0.1116], [0.0611, -0.0942, -0.0957], [-0.0111, 0.0393, 0.1000], [-0.0507, -0.0360, -0.0681], [-0.0912, 0.0594, -0.0630], [0.1193, -0.0546, 0.0264], [-0.0346, -0.1412, 0.6728], [0.4878, -0.1270, -0.4144], [-0.5069, -0.0008, -0.1823], [0.2313, -0.2844, 0.1224], [-0.0416, 0.4958, -0.1167], [-0.1324, 0.0087, -0.0473], [0.0882, 0.0770, -0.0276], [-0.0741, -0.0844, 0.0331], [-0.0594, 0.0421, -0.0147], [0.1016, -0.1137, -0.0686], [-0.0865, 0.0967, 0.0681], [0.0023, 0.0086, 0.1124], [-0.0061, -0.0132, -0.1637], [0.0110, 0.6372, -0.1583], [-0.0162, -0.5160, -0.4372], [0.2759, -0.0089, 0.3444], [0.0056, 0.0188, -0.3237], [-0.2945, -0.0768, 0.3232], [0.0782, -0.0181, 0.1147], [-0.1208, -0.0599, -0.0173], [0.0894, 0.0490, 0.0053], [-0.0695, -0.0309, 0.1067], [0.0543, -0.0747, -0.0576], [-0.0352, 0.0730, 0.1075], [-0.0733, 0.0902, -0.0383], [0.0442, -0.1549, 0.0459], [-0.2883, 0.1140, -0.5873], [0.2426, -0.5696, 0.1892], [0.2417, 0.3824, 0.0753], [0.0259, -0.2778, -0.1726], [-0.2294, 0.1898, 0.3465], [0.0710, 0.1162, 0.0267], [-0.0750, -0.0749, 0.0923], [0.0638, 0.0460, -0.0752], [-0.0509, 0.0637, 0.1029], [0.0848, -0.0725, -0.0006], [-0.0796, 0.1190, -0.0101], [-0.0970, -0.0035, -0.0573], [0.1110, -0.0126, 0.1212], [-0.2863, 0.1088, -0.5902], [0.2373, -0.5800, 0.1956], [0.2085, 0.4047, 0.1023], [0.0118, -0.3295, -0.2533], [-0.2031, 0.1919, 0.3803], [0.0652, 0.1103, 0.0277], [-0.0687, -0.0703, 0.0837], [0.0633, 0.0483, -0.0774], [-0.0323, 0.0570, 0.0817], [0.1015, -0.0723, -0.0077], [-0.0775, 0.1282, -0.0086], [-0.0901, 0.0046, -0.0684], [0.1104, -0.0123, 0.1202]],
  "total_charge": 1,
  "energy_ev": -57689.0442,
  "max_force_ev_per_a": 9.98,
  "homo_lumo_gap_ev": 7.78,
  "lumo_ev": -2.73,
  "homo_energy_ev": -10.51
}